Entry from the OMol25 dataset: a structure of composition C31H33ClN2O5RuS2Si (wB97M-V/def2-TZVPD).

molecular weight	742.4	g mol⁻¹
E_tot	-90554.201	eV
HOMO-LUMO gap (spin up / spin down)	0.303 / 0.300	Ha
E_LUMO (spin up / spin down)	0.41 / 0.27	eV
multiplicity	5
total charge	0
F_max	0.019	Eh/bohr

Each line ends with the Mulliken charge.
Atoms and positions in Å:
Ru: 0.15 0.34 0.48  1.518
C: 5.03 -5.37 0.04  -1.516
C: 3.79 -4.64 0.46  0.996
C: 3.46 -3.40 -0.08  -1.022
C: 2.30 -2.74 0.28  -0.103
C: 1.44 -3.32 1.21  0.018
C: 1.75 -4.57 1.75  -0.701
C: 2.91 -5.21 1.38  -0.716
S: -0.03 -2.49 1.76  1.093
O: 0.39 -1.51 2.76  -0.400
O: -0.94 -3.53 2.15  -0.779
N: -0.59 -1.64 0.54  -0.187
C: -1.17 -2.31 -0.60  -0.436
C: -1.53 -1.37 -1.72  0.224
O: -2.18 -1.67 -2.67  -0.569
O: -0.98 -0.11 -1.61  -0.242
H: 5.75 -4.69 -0.42  0.360
H: 4.80 -6.15 -0.70  0.298
H: 5.51 -5.86 0.89  0.387
H: 4.13 -2.94 -0.80  0.386
H: 2.09 -1.77 -0.15  0.442
H: 1.06 -5.02 2.46  0.465
H: 3.15 -6.18 1.81  0.386
H: -2.10 -2.85 -0.38  0.357
H: -0.50 -3.05 -1.06  0.405
C: -1.43 2.88 3.98  -1.110
C: -1.42 1.98 2.84  0.561
N: -1.42 1.28 1.93  -0.478
H: -0.40 3.19 4.18  0.253
H: -1.83 2.37 4.86  0.386
H: -2.03 3.76 3.76  0.371
C: -3.43 1.07 -2.56  -1.288
Si: -1.61 1.29 -2.33  0.100
C: -0.73 1.66 -3.90  -1.103
C: -1.30 2.65 -1.10  0.590
C: -0.04 3.24 -0.89  -0.160
C: 0.12 4.30 0.00  -0.606
C: -0.98 4.82 0.66  -0.523
C: -2.24 4.29 0.44  -0.849
C: -2.39 3.21 -0.42  -0.263
H: -3.86 2.02 -2.90  0.421
H: -3.94 0.76 -1.65  0.347
H: -3.61 0.31 -3.32  0.383
H: -1.24 2.47 -4.43  0.380
H: -0.73 0.78 -4.55  0.339
H: 0.30 1.94 -3.72  0.297
H: 0.83 2.86 -1.40  0.319
H: 1.11 4.72 0.16  0.453
H: -0.85 5.66 1.34  0.424
H: -3.10 4.70 0.95  0.409
H: -3.38 2.79 -0.55  0.322
Cl: 2.17 0.77 -0.84  -0.611
O: 1.36 1.38 2.27  -0.248
S: 2.64 0.58 2.42  0.720
C: 3.99 1.75 2.37  -0.179
C: 5.05 1.47 1.52  0.011
C: 6.11 2.36 1.45  -0.650
C: 6.09 3.52 2.20  -0.398
C: 5.01 3.80 3.03  -0.748
C: 3.95 2.91 3.12  -0.305
C: 2.78 0.19 4.16  0.277
C: 3.96 -0.35 4.65  -0.716
C: 4.04 -0.71 5.98  -0.586
C: 2.94 -0.54 6.82  -0.517
C: 1.75 -0.02 6.31  -0.624
C: 1.67 0.34 4.98  -0.078
H: 5.02 0.57 0.91  0.458
H: 6.94 2.15 0.79  0.407
H: 6.91 4.22 2.14  0.387
H: 5.00 4.72 3.62  0.405
H: 3.10 3.11 3.76  0.395
H: 4.81 -0.48 3.99  0.423
H: 4.96 -1.13 6.37  0.399
H: 3.00 -0.83 7.86  0.377
H: 0.89 0.09 6.96  0.426
H: 0.75 0.71 4.54  0.336

***

Entry from the OMol25 dataset: a structure of composition C31H33N9O8SSn (wB97M-V/def2-TZVPD).

molecular weight	810.4	g mol⁻¹
E_tot	-79146.032	eV
HOMO-LUMO gap	0.254	Ha
E_LUMO	4.33	eV
multiplicity	1
total charge	-2
F_max	0.007	Eh/bohr

Each line ends with the Mulliken charge.
Atoms and positions in Å:
Sn: 0.50 0.77 -1.09  0.437
O: 2.55 -2.40 1.11  -0.852
C: 1.81 -1.71 0.38  -0.669
N: 1.73 -0.39 0.33  0.874
C: 2.65 0.34 1.17  -1.976
C: 3.30 1.47 0.41  0.947
C: 4.49 2.05 0.83  -0.841
C: 5.05 3.07 0.06  -0.425
C: 4.41 3.47 -1.10  -0.782
C: 3.22 2.84 -1.44  -0.672
N: 2.68 1.89 -0.69  0.676
C: 0.86 -2.43 -0.55  1.136
C: 0.83 -3.81 -0.59  -0.459
C: -0.09 -4.43 -1.42  -0.788
C: -0.94 -3.65 -2.19  -0.730
C: -0.83 -2.27 -2.10  -1.078
N: 0.05 -1.68 -1.29  0.801
H: 3.43 -0.33 1.54  0.636
H: 2.13 0.77 2.03  0.265
H: 4.98 1.69 1.73  0.484
H: 5.98 3.53 0.36  0.405
H: 4.82 4.24 -1.74  0.465
H: 2.68 3.11 -2.34  0.369
H: 1.51 -4.36 0.04  0.509
H: -0.15 -5.51 -1.47  0.402
H: -1.69 -4.08 -2.84  0.482
H: -1.46 -1.62 -2.69  0.660
N: 3.98 -2.56 -1.96  -0.769
C: 4.57 -1.33 -2.51  -0.659
C: 3.57 -0.22 -2.91  0.709
O: 4.07 0.82 -3.37  -0.806
O: 2.35 -0.50 -2.75  -0.548
H: 3.92 -2.48 -0.95  0.442
H: 3.01 -2.55 -2.27  0.321
H: 5.16 -1.56 -3.40  0.264
H: 5.27 -0.89 -1.79  0.316
O: -2.84 0.93 1.76  -0.767
C: -1.80 1.01 1.11  0.287
O: -1.41 0.17 0.21  -0.221
C: -0.82 2.22 1.33  0.209
O: -1.17 3.19 1.99  -0.684
O: 0.31 2.09 0.74  -0.194
C: -3.88 -0.12 -2.01  -1.075
C: -4.11 -1.59 -1.94  0.684
N: -4.28 -2.40 -2.96  -0.726
C: -4.47 -3.65 -2.43  -0.905
C: -4.41 -3.60 -1.06  -0.147
N: -4.17 -2.28 -0.76  0.642
C: -4.21 -1.66 0.57  0.031
N: -3.94 -2.62 1.60  0.891
N: -4.93 -3.37 2.12  -0.738
N: -4.45 -4.21 2.96  -0.664
C: -3.09 -4.00 3.03  0.416
C: -2.10 -4.65 3.79  -0.787
C: -0.80 -4.22 3.61  -0.741
C: -0.47 -3.18 2.72  -0.938
C: -1.43 -2.53 1.97  0.965
C: -2.75 -2.98 2.15  0.497
H: -3.61 0.13 -3.03  0.397
H: -3.07 0.18 -1.35  -0.039
H: -4.78 0.43 -1.74  0.390
H: -4.62 -4.51 -3.05  0.466
H: -4.50 -4.35 -0.31  0.385
H: -5.20 -1.25 0.75  0.060
H: -3.48 -0.85 0.65  -0.333
H: -2.36 -5.44 4.47  0.386
H: -0.01 -4.69 4.17  0.392
H: 0.56 -2.88 2.60  0.450
H: -1.21 -1.71 1.30  -0.070
O: 0.40 5.88 -1.75  -0.797
S: -0.05 4.97 -0.63  0.558
C: 1.25 5.02 0.62  0.063
C: 1.15 6.41 1.24  -0.851
C: -0.32 6.55 1.61  -0.603
C: -1.14 5.97 0.45  -0.767
H: 2.19 4.79 0.13  0.087
H: 0.99 4.24 1.34  0.113
H: 1.44 7.16 0.50  0.350
H: 1.81 6.51 2.10  0.379
H: -0.60 7.58 1.83  0.380
H: -0.51 5.95 2.51  0.217
H: -1.54 6.73 -0.22  0.533
H: -1.95 5.32 0.80  0.272

***

Entry from the OMol25 dataset: a structure of composition C31H34FeO5PS2Sb2 in a non-equilibrium geometry (wB97M-V/def2-TZVPD).

molecular weight	881.1	g mol⁻¹
E_tot	-121355.196	eV
HOMO-LUMO gap (spin up / spin down)	0.270 / 0.198	Ha
E_LUMO (spin up / spin down)	0.14 / -1.86	eV
multiplicity	6
total charge	0
F_max	0.042	Eh/bohr

Each line ends with the Mulliken charge.
Atoms and positions in Å:
Fe: -0.81 -0.19 0.09  0.341
O: -1.49 -3.45 -1.99  -0.659
C: -1.80 -2.31 -1.68  0.647
O: -0.89 -1.41 -1.42  -0.384
C: -3.28 -2.01 -1.55  0.588
C: -4.03 -3.04 -2.15  -0.796
C: -5.39 -2.97 -2.08  -0.562
C: -6.00 -1.82 -1.57  -0.724
C: -5.28 -0.80 -1.02  -0.548
C: -3.88 -0.89 -0.97  0.006
P: -3.05 0.49 -0.21  0.849
C: -3.84 0.86 1.36  0.594
C: -4.44 -0.18 2.05  -0.440
C: -5.24 0.13 3.11  -0.605
C: -5.29 1.42 3.58  -0.531
C: -4.48 2.42 3.04  -0.628
C: -3.76 2.17 1.87  -0.362
C: -3.35 1.83 -1.40  0.726
C: -2.50 1.87 -2.52  -0.530
C: -2.67 2.84 -3.52  -0.599
C: -3.68 3.79 -3.39  -0.544
C: -4.56 3.68 -2.33  -0.655
C: -4.40 2.74 -1.29  -0.083
H: -3.53 -3.82 -2.71  0.451
H: -6.00 -3.75 -2.56  0.355
H: -7.07 -1.79 -1.49  0.400
H: -5.79 0.07 -0.64  0.414
H: -4.28 -1.20 1.74  0.483
H: -5.90 -0.63 3.54  0.379
H: -5.88 1.70 4.48  0.347
H: -4.47 3.40 3.47  0.446
H: -3.10 2.92 1.36  0.411
H: -1.63 1.20 -2.63  0.175
H: -1.96 2.87 -4.30  0.439
H: -3.73 4.62 -4.12  0.370
H: -5.40 4.39 -2.23  0.349
H: -5.08 2.80 -0.47  0.484
C: 1.99 -2.98 -2.67  -1.304
Sb: 1.90 -2.03 -0.75  0.429
C: 1.36 -3.89 0.42  -1.211
C: 4.08 -1.38 -0.89  -1.664
C: 4.85 -1.73 0.30  1.026
C: 4.79 -3.06 0.77  -0.636
C: 5.50 -3.49 1.86  -0.657
C: 6.40 -2.62 2.49  -0.726
C: 6.44 -1.28 2.07  -0.746
C: 5.67 -0.78 1.00  0.928
C: 5.81 0.59 0.57  -1.541
Sb: 3.80 1.85 0.93  0.993
C: 4.30 2.38 3.01  -1.170
C: 4.87 3.49 -0.01  -1.222
H: 2.56 -3.91 -2.56  0.385
H: 2.42 -2.29 -3.37  0.437
H: 0.95 -3.13 -2.91  0.261
H: 2.24 -4.47 0.78  0.434
H: 0.71 -4.45 -0.26  0.383
H: 0.75 -3.57 1.27  0.299
H: 4.12 -0.31 -1.14  0.301
H: 4.39 -1.90 -1.77  0.570
H: 4.23 -3.75 0.18  0.766
H: 5.43 -4.54 2.20  0.342
H: 7.07 -2.89 3.33  0.337
H: 7.05 -0.60 2.67  0.307
H: 6.02 0.76 -0.49  0.476
H: 6.51 1.16 1.19  0.567
H: 4.14 3.45 3.18  0.406
H: 5.36 2.17 3.24  0.331
H: 3.62 1.81 3.70  0.299
H: 5.70 3.85 0.63  0.353
H: 4.03 4.19 -0.11  0.358
H: 5.24 3.24 -1.03  0.353
O: -0.36 3.57 0.71  -0.596
S: 0.69 2.58 0.40  1.022
O: 0.85 2.26 -1.02  -0.563
O: 2.02 2.96 1.03  -0.582
S: 0.42 0.78 1.60  -0.350